[1]
CH2ClNOS2 | ωB97M-V/def2-TZVPD

## Properties
* molecular weight: 143.62 g mol⁻¹
* HOMO level: -9.26 eV
* net charge: 0
* LUMO: -1.8 eV

Last column: Mulliken charge in e.
Positions of all 8 atoms, in Å:
C  -0.30802  -1.11391  0.12200  0.761
N  0.33418  -0.07212  -0.14804  -0.222
O  -0.75018  -2.14892  0.06488  -0.205
S  2.13860  -0.41107  -0.58148  -0.055
S  0.05848  1.57629  0.29278  -0.217
Cl  -2.61805  0.09703  -0.08284  -0.563
H  2.70101  0.79798  -0.03383  0.205
H  -1.55602  1.27472  0.36652  0.296


[2]
C26H25Br2NP2Sn | ωB97M-V/def2-TZVPD

## Properties
* molecular weight: 691.96 g mol⁻¹
* HOMO level: -19.53 eV
* net charge: +4
* LUMO: -16.0 eV

Last column: Mulliken charge in e.
Positions of all 57 atoms, in Å:
Sn  1.53889  1.38397  1.84635  0.918
Br  3.49510  2.96864  3.57777  0.048
C  3.36413  4.35969  2.26302  -0.496
Br  2.20445  3.82712  0.74115  0.098
H  4.34450  4.54687  1.83376  0.419
H  2.89821  5.23545  2.70602  0.429
C  -1.17772  -1.94844  -0.50688  -1.112
N  -0.41183  -0.81936  0.11991  0.353
P  -1.18478  0.30480  1.02578  0.001
C  -2.51359  -0.32134  1.95690  0.626
C  -3.84851  0.03410  1.61075  -0.289
C  -4.88624  -0.51557  2.31937  -0.793
C  -4.61882  -1.37459  3.40220  -0.369
C  -3.30476  -1.70681  3.76928  -0.826
C  -2.25319  -1.18490  3.06312  -0.272
C  -1.58625  1.74426  0.12606  1.484
C  -1.49547  1.80748  -1.28855  -0.451
C  -1.98614  2.91880  -1.93473  -0.910
C  -2.51436  3.98368  -1.19720  -0.411
C  -2.57487  3.94591  0.20151  -0.879
C  -2.09265  2.84530  0.86991  -0.536
P  1.26455  -0.51413  -0.25765  0.387
C  1.46470  -0.23554  -1.99290  0.845
C  1.32616  -1.30279  -2.88880  -0.321
C  1.46212  -1.07485  -4.24540  -0.784
C  1.75451  0.20272  -4.71397  -0.556
C  1.91432  1.26004  -3.82901  -0.701
C  1.76829  1.04401  -2.46885  -0.150
C  2.18154  -1.99119  0.12361  1.061
C  1.67604  -3.07416  0.85736  -0.276
C  2.47522  -4.18852  1.05907  -0.744
C  3.75757  -4.23983  0.53465  -0.557
C  4.28826  -3.14463  -0.14126  -0.706
C  3.49930  -2.02606  -0.34327  -0.804
H  -1.99429  -2.24400  0.14650  0.460
H  -0.51561  -2.79589  -0.65334  0.507
H  -1.56709  -1.61651  -1.47052  0.280
H  -4.05095  0.69418  0.77829  0.458
H  -5.90943  -0.29245  2.04489  0.476
H  -5.44809  -1.78498  3.96739  0.473
H  -3.12958  -2.36090  4.61268  0.473
H  -1.23746  -1.42559  3.35300  0.398
H  -1.10412  0.97400  -1.85532  0.477
H  -1.98395  2.96713  -3.01562  0.513
H  -2.88079  4.85865  -1.72231  0.495
H  -3.00308  4.77518  0.74855  0.521
H  -2.14630  2.79998  1.95276  0.531
H  1.12526  -2.30698  -2.53603  0.404
H  1.35633  -1.89434  -4.94392  0.482
H  1.86929  0.37102  -5.77770  0.473
H  2.16008  2.24434  -4.20389  0.501
H  1.90511  1.87193  -1.77801  0.218
H  0.67799  -3.05310  1.27688  0.366
H  2.10948  -5.02999  1.63323  0.459
H  4.33897  -5.14496  0.65725  0.453
H  5.30065  -3.17591  -0.51918  0.463
H  3.89890  -1.18098  -0.89467  0.394


[3]
C5H7NS | ωB97M-V/def2-TZVPD

## Properties
* SMILES: C=CN1CCC1=S
* molecular weight: 113.18 g mol⁻¹
* HOMO level: -8.40 eV
* net charge: 0
* LUMO: 0.6 eV

Last column: Mulliken charge in e.
Positions of all 14 atoms, in Å:
C  -1.69171  -0.33630  1.78327  -0.836
C  -1.08431  0.49543  0.94240  0.146
N  -0.08168  0.15606  0.03224  0.089
C  0.64764  0.99570  -0.92149  -0.635
C  1.40522  -0.28079  -1.34764  -0.416
C  0.56470  -1.00165  -0.30758  0.154
S  0.44775  -2.54539  0.21446  -0.399
H  -2.44896  0.04790  2.44797  0.250
H  -1.45435  -1.37156  1.83892  0.228
H  -1.29034  1.56852  0.91851  0.318
H  1.25931  1.72940  -0.43136  0.296
H  0.01402  1.46006  -1.67483  0.297
H  2.46687  -0.28324  -1.12388  0.251
H  1.24583  -0.63414  -2.37099  0.257


[4]
C5H12O | ωB97M-V/def2-TZVPD

## Properties
* SMILES: CC(C)[C@@H](C)O
* molecular weight: 88.15 g mol⁻¹
* HOMO level: -10.23 eV
* net charge: 0
* LUMO: 0.9 eV

Last column: Mulliken charge in e.
Positions of all 18 atoms, in Å:
C  1.44555  -1.33878  -0.44163  -1.400
C  0.17219  -0.63797  0.28854  0.436
C  0.58770  0.02973  1.55062  -1.428
C  -0.51534  0.28807  -0.71890  0.251
C  -1.83607  0.86417  -0.22566  -1.363
O  0.39629  1.32964  -1.04627  -0.537
H  1.10453  -1.96069  -1.27678  0.369
H  2.14079  -0.59090  -0.83939  0.310
H  2.00684  -1.99401  0.23632  0.393
H  -0.51724  -1.44314  0.54209  0.338
H  -0.10306  0.70171  2.05894  0.317
H  1.03821  -0.58877  2.31452  0.375
H  1.37899  0.68208  1.12178  0.304
H  -0.71491  -0.32374  -1.61364  0.244
H  -2.32889  1.43704  -1.02117  0.421
H  -1.67344  1.53512  0.62247  0.328
H  -2.52001  0.06624  0.08136  0.324
H  -0.06213  1.94420  -1.63319  0.318


It is found that the HOMO-LUMO gap values, taken in the order of the records, are 7.425 3.510 8.999 11.156 eV.
It is found that the energy values, taken in the order of the records, are -38796.6361 -193307.6806 -17622.5188 -7426.8643 eV.
It is found that the energy relative to the best compared isomer or geometry (same formula, charge and spin) values, taken in the order of the records, are 2.134 1.603 1.127 0.447 eV.